No. 1
{
  "formula": "C22H26BrN2O2S3Tl",
  "method": "wB97M-V/def2-TZVPD",
  "de_lowest_kcal_mol": 1.0,
  "charge": 2,
  "orbital_gap_ev": [5.695, 5.510],
  "species": ["Tl", "O", "C", "C", "C", "C", "C", "C", "C", "O", "N", "N", "C", "C", "Br", "C", "C", "C", "C", "C", "C", "C", "H", "H", "H", "H", "H", "H", "H", "H", "H", "H", "H", "H", "H", "H", "C", "C", "S", "C", "C", "S", "C", "C", "S", "H", "H", "H", "H", "H", "H", "H", "H", "H", "H", "H", "H"],
  "positions_angstrom": [[2.261076, -0.436295, -1.359762], [-1.888229, 4.076186, -1.547113], [-2.705584, 3.086084, -2.012276], [-3.955803, 3.319864, -2.564453], [-4.727820, 2.246565, -2.978650], [-4.271709, 0.940805, -2.838142], [-3.025295, 0.709241, -2.286890], [-2.238837, 1.781049, -1.878288], [-0.854323, 1.583985, -1.272466], [-0.302077, 0.441135, -1.659138], [-0.935903, 1.739021, 0.204477], [-0.161873, 1.076801, 0.975130], [-0.281583, 1.270253, 2.281653], [0.492932, 0.544030, 3.186103], [1.609694, -0.828422, 2.552129], [0.431719, 0.705917, 4.565998], [-0.092321, 1.807229, 5.290827], [-0.436779, 1.586874, 6.644812], [-0.990061, 2.597641, 7.397238], [-1.166293, 3.858649, 6.831719], [-0.780394, 4.112734, 5.514383], [-0.249858, 3.102330, 4.746581], [-2.247753, 4.944756, -1.763411], [-4.320832, 4.334875, -2.669353], [-5.701065, 2.433701, -3.412321], [-4.887302, 0.112454, -3.159090], [-2.654796, -0.301804, -2.175319], [-0.239425, 2.427834, -1.635666], [-1.599649, 2.424745, 0.565828], [-1.033074, 1.954944, 2.674370], [0.825668, -0.114243, 5.157380], [-0.281020, 0.605673, 7.076794], [-1.272122, 2.418854, 8.425621], [-1.583862, 4.658647, 7.429227], [-0.875631, 5.110900, 5.108991], [0.113823, 3.318969, 3.749483], [3.846506, -3.892547, -0.836126], [2.417254, -4.406158, -0.945398], [1.141149, -3.129046, -0.740977], [0.073333, -3.397876, -2.184489], [0.724356, -3.382408, -3.563744], [1.601405, -1.846407, -3.973830], [3.217395, -2.436007, -4.546732], [4.014713, -3.326073, -3.603915], [4.350519, -2.582969, -1.981330], [4.532561, -4.733116, -0.943304], [4.030504, -3.467309, 0.152083], [2.259558, -5.156779, -0.171056], [2.246879, -4.901649, -1.899337], [-0.677782, -2.609871, -2.103751], [-0.445882, -4.347195, -2.048642], [-0.060055, -3.523278, -4.307353], [1.416107, -4.213767, -3.683959], [3.766247, -1.518372, -4.766309], [3.080676, -2.951942, -5.497784], [4.972498, -3.546961, -4.074660], [3.518405, -4.282230, -3.445796]],
  "forces_ev_per_a": [[0.13, -0.04, -0.07], [0.01, 0.00, 0.01], [-0.02, -0.02, 0.00], [-0.01, 0.01, 0.00], [-0.01, 0.01, -0.01], [-0.01, 0.01, -0.01], [0.03, -0.02, 0.00], [-0.02, 0.07, 0.01], [-0.03, -0.12, -0.06], [-0.10, -0.01, 0.10], [-0.05, 0.00, -0.10], [0.04, 0.00, 0.06], [-0.08, 0.01, -0.11], [0.05, -0.01, 0.06], [0.00, -0.02, -0.01], [0.02, -0.04, 0.01], [-0.02, -0.02, 0.01], [0.02, 0.00, 0.00], [0.00, 0.02, 0.00], [-0.02, -0.01, 0.02], [-0.01, 0.00, -0.01], [0.03, 0.09, 0.02], [0.00, 0.00, 0.00], [0.00, -0.01, 0.00], [0.01, 0.00, 0.00], [0.01, 0.00, 0.00], [0.00, 0.02, 0.00], [0.05, 0.06, -0.03], [-0.01, 0.01, 0.00], [0.01, -0.11, -0.07], [-0.01, 0.01, -0.01], [-0.01, 0.02, -0.01], [0.00, 0.01, -0.01], [0.01, -0.01, -0.01], [0.00, -0.01, 0.01], [0.02, 0.03, 0.13], [-0.01, 0.00, 0.03], [0.00, -0.01, 0.00], [-0.03, 0.00, -0.04], [0.00, 0.02, -0.05], [-0.01, -0.01, 0.03], [-0.03, 0.07, 0.09], [0.02, 0.02, 0.00], [-0.01, -0.02, -0.01], [0.02, 0.00, 0.00], [0.02, -0.01, -0.02], [0.00, 0.00, 0.01], [0.00, 0.00, 0.01], [0.00, 0.00, 0.02], [0.01, 0.00, -0.01], [-0.01, -0.01, 0.00], [-0.01, 0.00, 0.00], [0.00, 0.00, 0.00], [0.00, -0.01, 0.00], [-0.02, -0.01, 0.01], [0.02, 0.01, 0.01], [0.01, 0.02, 0.00]]
}


No. 2
{
  "formula": "C22H26Cl2EuN5O5S2",
  "method": "wB97M-V/def2-TZVPD",
  "de_lowest_kcal_mol": 0.0,
  "spin_multiplicity": 8,
  "charge": -1,
  "orbital_gap_ev": [5.116, 6.537],
  "species": ["Eu", "C", "C", "N", "C", "C", "N", "C", "C", "N", "C", "C", "N", "C", "C", "C", "C", "C", "C", "C", "N", "H", "H", "H", "H", "H", "H", "H", "H", "H", "H", "H", "H", "H", "H", "H", "H", "H", "H", "H", "H", "H", "H", "H", "Cl", "C", "C", "C", "Cl", "C", "O", "C", "C", "O", "C", "H", "H", "H", "O", "S", "O", "O", "S"],
  "positions_angstrom": [[0.903410, 1.797254, -0.142091], [-2.245787, 1.995956, -3.494286], [-1.523562, 1.602426, -2.245715], [-0.223598, 1.414688, -2.199167], [0.493087, 0.697401, -3.253622], [1.907273, 0.431636, -2.817191], [1.842292, -0.196957, -1.490617], [3.089246, -0.665967, -0.898985], [2.972652, -0.919079, 0.617494], [2.835621, 0.395416, 1.312693], [2.361643, 0.366611, 2.678194], [1.325332, 1.425503, 3.095200], [0.188487, 1.430245, 2.189069], [-1.025795, 1.454499, 2.528257], [-1.590069, 1.374635, 3.900927], [-2.053176, 1.552480, 1.413059], [-3.461699, 1.461986, 1.540802], [-4.263049, 1.507726, 0.399272], [-3.673947, 1.423478, -0.864228], [-2.215405, 1.550807, -0.944041], [-1.520782, 1.604399, 0.193642], [-2.881488, 1.087744, -3.770775], [-1.539559, 2.246385, -4.286494], [-2.902160, 2.873494, -3.351007], [0.559968, 1.212377, -4.254727], [-0.149826, -0.192020, -3.446249], [2.361247, 1.405813, -2.699969], [2.545655, -0.217157, -3.539238], [1.060532, -0.856758, -1.461412], [3.890872, 0.126486, -1.053455], [3.418031, -1.622838, -1.353456], [3.907584, -1.407469, 0.933336], [2.148328, -1.520442, 0.921161], [3.620664, 1.054819, 1.245979], [3.288035, 0.421536, 3.308806], [1.932755, -0.632354, 2.820683], [1.803075, 2.363170, 3.190411], [1.074119, 1.061896, 4.113424], [-2.679275, 1.682393, 3.837810], [-1.085805, 2.157653, 4.550572], [-1.519646, 0.394473, 4.325434], [-3.915722, 1.220459, 2.479491], [-5.375097, 1.534133, 0.531908], [-4.379083, 1.410232, -1.728904], [-2.281619, -6.751563, 1.506795], [-1.768119, -5.351161, 0.662421], [-2.689642, -4.307076, 0.524967], [-2.405268, -3.156311, -0.142683], [-3.759144, -2.118060, -0.553080], [-1.025759, -2.859764, -0.603109], [-0.792640, -1.746113, -1.102634], [-0.060468, -3.947597, -0.507798], [1.248209, -3.960977, -1.149253], [1.651846, -3.165486, -1.990894], [-0.454329, -5.172491, 0.130921], [-3.652891, -4.412991, 0.958620], [1.849174, -4.788260, -0.726395], [0.289981, -5.927951, 0.303674], [3.008813, 5.601701, 0.174752], [2.864201, 4.164113, -0.050654], [2.207714, 3.698529, -1.329739], [1.874857, 3.672358, 0.979925], [4.589703, 3.019932, 0.082165]],
  "forces_ev_per_a": [[1.37, 0.45, -0.39], [-1.21, -1.49, -0.18], [-0.77, 0.55, 2.01], [1.22, -0.21, 0.35], [-1.39, 0.30, -1.75], [0.78, -1.57, -0.10], [-0.25, 1.06, 0.86], [0.72, -0.31, -0.05], [1.64, 2.04, -0.17], [-1.40, 0.56, -0.99], [1.04, -0.80, 0.24], [-0.13, -2.38, 1.14], [1.09, 0.42, -0.34], [-1.72, -0.18, -0.42], [-0.83, 2.46, 0.67], [-1.61, -0.92, -0.10], [2.21, 0.06, 0.77], [-0.53, -0.48, -1.57], [-0.28, 1.34, 0.82], [-2.43, -0.02, -2.69], [2.09, 0.40, 0.07], [0.57, 1.32, -0.25], [-0.08, -0.26, 0.03], [0.19, -0.48, 0.09], [-0.18, -0.04, 0.81], [0.92, -0.01, 0.10], [0.63, 0.33, -0.14], [-1.23, 1.10, 0.86], [0.26, -0.55, 0.01], [-0.94, -0.89, 0.12], [-0.05, 0.50, -0.04], [-0.20, -0.16, -0.01], [-0.81, -0.60, -0.09], [-0.08, -0.40, -0.62], [-1.05, 0.11, 0.22], [-0.10, 0.16, 0.27], [0.17, 1.31, -0.33], [-0.29, 0.52, -0.26], [1.41, -0.50, 0.34], [-0.49, -1.14, -0.52], [0.19, -0.54, 0.33], [-0.18, 0.31, 0.39], [1.17, -0.24, -0.31], [1.13, -0.06, 0.54], [0.07, -0.73, 0.35], [2.56, 1.32, -1.15], [0.22, 0.07, -0.26], [0.99, -0.56, -0.10], [0.69, 0.13, 0.22], [-1.00, 0.20, -0.69], [0.60, 0.51, -0.05], [-1.28, -1.09, 0.70], [-0.81, 1.08, 0.09], [0.18, -0.85, 0.63], [-1.83, 0.90, 0.85], [-0.83, -0.26, 0.12], [0.48, -0.11, -0.49], [0.18, -0.40, -0.16], [0.43, -1.29, -1.03], [0.10, 0.23, 0.26], [-0.07, 0.11, 0.18], [-0.41, -1.14, 0.68], [-0.83, 0.82, 0.12]]
}


No. 3
{
  "formula": "C22H26Cl2N2S5V",
  "method": "wB97M-V/def2-TZVPD",
  "spin_multiplicity": 2,
  "charge": 0,
  "orbital_gap_ev": [4.538, 5.382],
  "species": ["V", "C", "C", "C", "C", "C", "C", "C", "N", "C", "C", "C", "C", "C", "C", "C", "N", "C", "C", "C", "C", "H", "H", "H", "H", "H", "H", "H", "H", "H", "H", "H", "H", "H", "H", "H", "H", "H", "H", "H", "H", "H", "H", "H", "H", "S", "C", "S", "C", "C", "S", "S", "S", "Cl", "C", "Cl", "H", "H"],
  "positions_angstrom": [[3.384582, 1.756127, 0.494747], [-3.119028, 4.139503, 1.395148], [-2.820265, 2.780886, 0.758844], [-3.421385, 1.682027, 1.646511], [-3.474737, 2.740230, -0.629702], [-1.318620, 2.536818, 0.608072], [-0.345404, 3.509118, 1.006370], [0.962176, 3.214848, 0.854808], [1.422120, 2.018049, 0.398902], [0.514548, 1.038681, 0.014163], [-0.875931, 1.357959, 0.095171], [1.013520, -0.191022, -0.350858], [0.297044, -1.309273, -0.899662], [0.722448, -2.476674, -1.404217], [2.109034, -2.906080, -1.561609], [3.266219, -2.467268, -1.037268], [3.577928, -1.450988, -0.150560], [-0.388574, -3.437958, -1.901021], [-1.173414, -2.788167, -3.050010], [-1.349207, -3.765183, -0.745801], [0.159980, -4.772775, -2.413959], [-4.199084, 4.266095, 1.481585], [-2.735603, 4.962499, 0.788568], [-2.692707, 4.216186, 2.397794], [-4.477016, 1.892136, 1.833180], [-2.907340, 1.633332, 2.608773], [-3.352370, 0.700096, 1.177380], [-4.547777, 2.926066, -0.542693], [-3.335604, 1.770076, -1.108597], [-3.045513, 3.503092, -1.282583], [-0.623290, 4.472703, 1.402366], [1.722054, 3.939559, 1.128910], [-1.582875, 0.593063, -0.192097], [-0.774311, -1.145626, -0.939566], [2.263386, -3.762471, -2.203476], [4.153605, -3.019327, -1.321438], [-1.688063, -1.880332, -2.730636], [-1.926461, -3.482565, -3.432618], [-0.502976, -2.522917, -3.870279], [-1.857608, -2.877186, -0.367655], [-0.808001, -4.220052, 0.087288], [-2.113633, -4.471171, -1.081152], [0.752148, -4.652052, -3.323455], [-0.679277, -5.427942, -2.655603], [0.770738, -5.276547, -1.662415], [-0.574982, -2.715374, 4.671239], [0.477822, -1.828399, 3.799788], [1.166478, -0.331655, 4.361590], [2.093740, 0.030728, 2.937282], [1.996908, -0.863297, 1.954617], [2.606255, -0.380335, 0.356916], [0.994687, -2.262736, 2.200951], [3.076744, 1.469200, 2.864774], [5.196490, 2.873529, 1.349416], [4.762991, 2.948404, -0.356537], [3.249662, 1.287792, -1.805651], [5.508303, 2.477823, -0.980630], [4.489446, 3.948749, -0.673407]],
  "forces_ev_per_a": [[-1.24, 0.47, -0.02], [0.02, -0.02, 0.02], [0.03, 0.03, -0.03], [-0.02, 0.02, 0.04], [0.01, 0.00, 0.01], [-0.04, 0.05, 0.00], [-0.26, 0.01, -0.17], [0.16, -0.19, 0.24], [0.05, 0.24, -0.06], [0.04, 0.43, 0.05], [0.03, 0.04, -0.06], [0.34, -0.22, -0.14], [-0.20, 0.49, 0.18], [0.18, -0.45, -0.27], [-0.24, -0.14, -0.07], [0.15, 0.19, 0.31], [0.36, -0.20, -0.45], [0.03, -0.04, 0.01], [0.02, 0.00, -0.01], [0.04, 0.00, 0.01], [-0.03, -0.04, -0.02], [0.01, 0.00, 0.00], [-0.01, -0.01, 0.01], [-0.01, 0.01, -0.02], [0.01, -0.02, -0.02], [-0.02, 0.00, -0.01], [0.01, 0.01, 0.01], [0.02, -0.01, 0.00], [-0.01, 0.02, 0.00], [-0.02, -0.01, 0.01], [-0.02, -0.01, -0.04], [0.05, -0.02, 0.04], [0.02, 0.01, -0.03], [-0.01, 0.03, 0.12], [-0.05, 0.07, 0.03], [0.08, 0.04, 0.03], [0.01, -0.01, 0.00], [0.01, 0.02, 0.01], [-0.02, 0.00, 0.01], [0.02, -0.01, 0.00], [-0.02, 0.01, -0.01], [0.01, 0.02, 0.00], [0.00, -0.01, 0.03], [0.01, 0.00, -0.01], [-0.02, 0.00, -0.02], [0.01, -0.06, 0.06], [-0.09, 0.05, -0.04], [0.06, 0.02, 0.12], [-0.01, 0.15, 0.27], [-0.04, 0.10, -0.23], [-1.20, -1.95, 0.15], [0.00, -0.04, -0.06], [0.48, -0.07, -0.17], [0.89, 0.72, 0.48], [0.13, 0.27, -0.35], [0.31, 0.00, -0.08], [0.08, -0.04, 0.08], [-0.10, 0.02, 0.07]]
}


No. 4
{
  "formula": "C22H26Cl2N5O2Rb",
  "method": "wB97M-V/def2-TZVPD",
  "de_lowest_kcal_mol": 11.8,
  "charge": 0,
  "orbital_gap_ev": 7.294,
  "species": ["Rb", "C", "C", "C", "C", "C", "C", "H", "H", "H", "H", "H", "H", "N", "C", "C", "C", "N", "C", "C", "N", "C", "H", "H", "H", "H", "H", "H", "H", "H", "H", "H", "H", "H", "H", "H", "H", "H", "Cl", "C", "C", "C", "Cl", "C", "C", "C", "C", "N", "C", "C", "O", "H", "H", "H", "H", "O", "C", "N"],
  "positions_angstrom": [[1.479491, -0.986782, -2.470014], [-1.062817, -1.967784, -4.763287], [-0.707989, -3.138009, -4.103718], [-0.996410, -3.285431, -2.752020], [-1.635663, -2.262511, -2.061061], [-1.984225, -1.092548, -2.722386], [-1.702510, -0.945829, -4.074034], [-0.822453, -1.843512, -5.811770], [-0.183647, -3.925973, -4.629086], [-0.684787, -4.179030, -2.225506], [-1.798614, -2.350779, -0.992809], [-2.427988, -0.274318, -2.170313], [-1.947814, -0.019294, -4.576076], [-2.689996, -0.503671, 1.047153], [-2.511824, -0.558131, 2.513029], [-1.346659, 0.357222, 2.903000], [0.019600, -0.227732, 2.565664], [0.213128, -0.255956, 1.093407], [0.195915, -1.619549, 3.154652], [-0.904468, -2.596277, 2.743736], [-0.727210, -2.939585, 1.326106], [-2.291222, -1.999132, 2.988201], [-3.076098, 0.395630, 0.776863], [-3.345278, -1.212342, 0.739075], [-0.620388, -0.630019, 0.625119], [-3.408805, -0.188198, 3.026679], [-1.365227, 0.527514, 3.984627], [-1.470686, 1.340811, 2.442422], [0.812094, 0.421584, 2.943767], [1.029675, -0.855031, 0.832158], [0.372198, 0.690274, 0.707382], [0.192101, -1.498117, 4.243885], [1.172395, -2.024082, 2.889428], [-0.809703, -3.478987, 3.390380], [-1.244905, -3.776070, 1.086494], [0.252779, -3.096420, 1.102465], [-2.473937, -2.015453, 4.068796], [-3.065882, -2.645483, 2.563303], [1.302801, 1.450828, -4.155268], [1.683045, 2.435356, -2.712187], [2.441876, 3.595888, -2.940811], [2.730734, 4.441142, -1.917184], [3.672438, 5.876282, -2.202947], [2.258842, 4.156786, -0.602302], [2.491398, 4.997137, 0.508584], [2.000362, 4.645759, 1.731667], [1.279735, 3.442884, 1.846867], [1.040734, 2.639549, 0.841069], [1.515515, 2.984449, -0.387271], [1.187666, 2.047391, -1.466874], [0.524476, 0.990586, -1.229394], [2.780666, 3.804682, -3.945836], [3.052743, 5.911906, 0.377998], [2.154777, 5.268459, 2.601661], [0.891249, 3.145260, 2.816845], [3.352085, -2.647946, -1.586062], [2.869302, -2.405883, -0.501336], [2.337385, -2.121516, 0.517074]],
  "forces_ev_per_a": [[-0.15, -0.80, -0.52], [0.03, 0.01, -0.07], [0.04, -0.04, 0.07], [0.05, 0.02, 0.02], [0.09, 0.01, 0.10], [0.04, 0.06, 0.04], [0.04, 0.05, 0.04], [-0.02, -0.01, 0.00], [-0.04, 0.00, -0.04], [-0.04, -0.04, -0.03], [-0.04, -0.01, -0.03], [-0.03, -0.01, -0.01], [-0.02, -0.02, -0.03], [0.00, 0.06, 0.07], [-0.01, 0.00, -0.20], [0.04, -0.01, 0.26], [0.08, -0.04, -0.28], [0.11, -0.03, -0.09], [-0.08, 0.09, 0.35], [0.10, -0.01, -0.20], [-0.09, -0.02, 0.01], [-0.09, 0.06, 0.30], [0.05, -0.02, 0.01], [0.00, -0.02, 0.03], [-0.05, -0.06, 0.15], [0.02, -0.02, -0.01], [-0.06, -0.06, -0.03], [0.03, -0.01, -0.10], [-0.07, 0.01, 0.05], [0.01, 0.02, 0.10], [0.05, 0.07, -0.09], [-0.07, -0.10, -0.05], [0.04, 0.01, -0.10], [-0.01, 0.00, -0.03], [0.01, -0.02, 0.05], [0.06, -0.05, 0.03], [0.06, 0.04, -0.02], [0.05, -0.02, -0.10], [0.03, 0.81, 0.21], [0.00, -0.02, -0.60], [-0.12, -0.15, -0.05], [-0.08, -0.03, 0.27], [0.02, 0.02, -0.06], [0.21, 0.30, -0.20], [-0.01, -0.01, 0.01], [-0.05, -0.08, 0.00], [0.02, 0.07, 0.11], [0.12, 0.11, -0.15], [-0.26, -0.39, 0.13], [0.02, 0.11, 0.10], [-0.34, 0.60, 0.15], [0.04, 0.05, 0.01], [0.01, -0.01, -0.03], [0.01, 0.00, 0.01], [-0.02, -0.03, -0.01], [0.34, -0.30, 0.29], [0.19, -0.21, 0.11], [-0.24, 0.08, 0.04]]
}


Number 1: molecular weight 730.95 g mol⁻¹. Number 2: molecular weight 727.48 g mol⁻¹. Number 3: molecular weight 600.65 g mol⁻¹. Number 4: molecular weight 548.86 g mol⁻¹.